DFT (ωB97M-V/def2-TZVPD) results for a single C3H7N3OS molecule in a non-equilibrium geometry.

```
15
Properties=species:S:1:pos:R:3:forces:R:3:nbo_charge:R:1
C -2.0392 0.4989 1.9578 -0.081 0.572 0.478 -0.02
C 0.7591 -0.2130 -0.7702 -0.187 -0.568 -0.444 0.49
C 1.4431 0.2406 -2.0265 -0.014 0.089 0.089 -0.66
N -1.2377 -0.3017 1.4284 0.699 -0.633 -0.266 -0.67
N 0.9750 0.4183 0.3136 0.319 0.659 1.021 -0.77
N -0.0280 -1.3067 -0.8808 -0.054 -0.271 -0.131 -0.81
O 0.5425 1.1265 2.6663 0.235 0.582 0.535 -0.95
S 0.4792 -0.0601 1.8411 -0.736 -0.305 -0.947 1.52
H -3.0981 0.4218 1.7464 -0.181 -0.108 -0.089 0.17
H -1.7081 1.2927 2.6325 0.059 0.016 0.007 0.19
H 2.0620 -0.5648 -2.4172 0.040 -0.062 -0.062 0.23
H 0.7055 0.5090 -2.7807 -0.044 0.001 -0.082 0.22
H 2.0664 1.1015 -1.8105 0.003 0.008 0.013 0.25
H -0.2694 -1.6600 -1.7906 0.069 0.025 0.047 0.39
H -0.6522 -1.5031 -0.1095 -0.126 -0.006 -0.170 0.43
```
Positions in Å, forces in eV/Å.

Results
LUMO energy, eV: 0.847
Total charge: 0
Energy, hartree: -756.16848